[1]
Here is a single C9H14OS3 molecule in a non-equilibrium geometry from the Open Molecules 2025 dataset. Energies are from ωB97M-V/def2-TZVPD.

Last columns: bonded neighbours and bond lengths (Å).
Atoms and positions in Å:
1 H -0.764 3.465 -1.134  C5 1.005
2 C 0.744 0.281 -0.503  C14 1.703, C23 1.315, H26 1.066
3 H -3.273 -1.351 0.600  C10 1.056
4 C -1.325 -1.869 1.075  H7 1.078, H9 1.076, C10 1.448, S12 1.862
5 C 0.145 3.276 -0.750  H1 1.005, S8 1.815, H13 1.143, H15 1.045
6 H -2.646 -2.866 -0.219  C10 1.120
7 H -0.379 -2.248 0.723  C4 1.078
8 S -0.384 2.466 0.786  C5 1.815, C14 1.782
9 H -1.594 -2.500 1.904  C4 1.076
10 C -2.444 -1.830 0.156  H3 1.056, C4 1.448, H6 1.120, C17 1.558
11 S -2.082 0.764 -0.967  C14 1.818, C17 1.784
12 S -1.132 -0.159 1.784  C4 1.862, C14 1.887
13 H 0.501 4.281 -0.336  C5 1.143
14 C -0.705 0.807 0.220  C2 1.703, S8 1.782, S11 1.818, S12 1.887
15 H 0.950 2.723 -1.120  C5 1.045
16 H 2.876 -0.363 -1.965  C18 1.131
17 C -2.333 -0.992 -1.153  C10 1.558, S11 1.784, H22 1.128, H24 1.189
18 C 3.035 -0.362 -0.845  H16 1.131, O21 1.169, C23 1.490
19 C 2.189 -0.189 1.482  H20 1.127, C23 1.466, H25 1.122, H27 1.194
20 H 3.261 -0.374 1.779  C19 1.127
21 O 4.130 -0.228 -0.457  C18 1.169
22 H -1.504 -1.324 -1.842  C17 1.128
23 C 1.880 -0.082 0.053  C2 1.315, C18 1.490, C19 1.466
24 H -3.411 -1.059 -1.652  C17 1.189
25 H 1.881 -1.205 1.846  C19 1.122
26 H 0.685 0.233 -1.567  C2 1.066
27 H 1.698 0.704 2.103  C19 1.194

Computed properties:
Largest force on an atom, hartree/bohr: 0.0977
E, eV: -44110.4048
LUMO energy, eV: 0.361
Kohn-Sham gap, eV: 8.9293
Relative energy (zero: lowest compared OMol25 entry of this formula, charge and spin), eV: 0.921

***

[2]
Here is 16 unconnected molecules or ions with the total composition C35H73BBrIN16O35S in a non-equilibrium geometry from the Open Molecules 2025 dataset. Energies are from ωB97M-V/def2-TZVPD.

Last columns: bonded neighbours and bond lengths (Å).
Atoms and positions in Å:
1 C 2.632 -2.367 1.279  H22 1.150, C42 1.630, H87 1.150, C108 1.606
2 H 1.608 -5.979 -6.192  C47 1.089
3 I -4.235 -0.570 -0.143  C9 2.176
4 O 7.076 -3.132 -11.470  N83 1.220
5 O -7.123 -2.560 -3.851  N36 1.221
6 H -2.863 2.103 6.822  C54 1.149
7 O 2.262 -0.570 -4.614  N155 1.220
8 O -12.002 -6.527 3.157  N126 1.220
9 C -3.017 1.202 0.190  I3 2.176, C12 1.557, C69 1.566
10 O -1.955 3.119 4.652  B33 1.463, H51 0.991
11 C 8.130 -4.002 -13.330  H25 1.088, N83 1.485, H88 1.089, H139 1.089
12 C -3.504 2.167 1.310  C9 1.557, C50 1.557, C144 1.615
13 H 4.537 -0.623 2.972  C20 1.144
14 O 3.888 -6.119 -4.961  N118 1.219
15 H 2.606 -0.786 -0.314  C42 1.152
16 H -13.517 -0.620 -1.358  C136 1.089
17 N 3.739 -4.631 3.606  O39 1.220, O135 1.219, C147 1.486
18 H 1.481 -1.384 -2.795  C104 1.151
19 H 4.525 -2.554 -10.997  C66 1.089
20 C 3.718 -0.144 2.334  H13 1.144, H55 1.143, C59 1.626, C108 1.623
21 C -1.249 0.566 -1.811  C69 1.602, H75 1.155, H146 1.154, C150 1.630
22 H 3.678 -2.811 1.458  C1 1.150
23 C 0.962 10.203 12.221  H48 1.089, H62 1.089, N121 1.486, H161 1.088
24 C -10.154 -5.377 3.950  H35 1.089, H92 1.089, N126 1.487, H130 1.087
25 H 7.946 -4.796 -14.051  C11 1.088
26 H 0.990 -3.394 -1.128  C112 1.140
27 H -0.974 0.445 5.177  C77 1.150
28 H 5.492 -5.688 3.112  C147 1.088
29 C -0.988 2.884 -0.303  C69 1.569, C74 1.575, Br151 1.996
30 H 3.954 -6.448 2.595  C147 1.089
31 C 6.217 6.425 4.119  N58 1.486, H94 1.089, H142 1.088, H162 1.089
32 H 5.234 -4.104 -10.432  C66 1.085
33 B -3.191 2.409 4.321  O10 1.463, O93 1.448, N99 1.512
34 H -0.333 -1.805 -2.646  C104 1.139
35 H -9.179 -5.862 3.940  C24 1.089
36 N -7.403 -2.265 -2.699  O5 1.221, O44 1.223, C114 1.488
37 H -0.624 1.245 6.834  C77 1.147
38 H 0.940 0.862 -2.289  C150 1.150
39 O 4.366 -3.597 3.445  N17 1.220
40 O -3.607 5.377 3.161  C149 1.237
41 H 0.493 5.050 2.125  S154 1.397
42 C 2.438 -1.925 -0.279  C1 1.630, H15 1.152, H78 1.151, C112 1.614
43 O 1.479 8.066 12.922  N121 1.218
44 O -7.313 -3.006 -1.730  N36 1.223
45 N -11.612 -0.215 -2.117  O53 1.219, O76 1.221, C136 1.486
46 O 6.313 4.135 4.391  N58 1.218
47 C 2.414 -5.348 -6.564  H2 1.089, H84 1.089, N118 1.486, H153 1.088
48 H -0.042 10.146 12.639  C23 1.089
49 H 3.864 3.422 7.983  C79 1.093
50 C -2.733 3.485 1.612  C12 1.557, C74 1.541, C149 1.594
51 H -1.265 2.778 4.028  O10 0.991
52 C 2.873 -1.075 -6.784  H68 1.086, H100 1.090, H128 1.089, N155 1.486
53 O -11.322 0.758 -1.443  N45 1.219
54 C -2.805 1.094 6.276  H6 1.149, C77 1.630, H91 1.156, O93 1.451
55 H 4.142 0.015 1.285  C20 1.143
56 O 4.860 5.235 5.572  N58 1.221
57 O -4.373 -2.048 -8.820  N106 1.220
58 N 5.758 5.159 4.747  C31 1.486, O46 1.218, O56 1.221
59 C 3.345 1.285 3.015  C20 1.626, O63 1.452, H129 1.142, H159 1.141
60 H 2.338 -1.601 3.348  C108 1.147
61 H 3.201 7.000 9.693  C96 1.087
62 H 1.660 10.652 12.927  C23 1.089
63 O 4.027 2.295 2.224  C59 1.452, C65 1.445
64 H 1.503 -0.514 2.073  C108 1.152
65 C 3.271 3.524 2.147  O63 1.445, H95 1.155, H97 1.151, H113 1.140
66 C 4.330 -3.599 -10.758  H19 1.089, H32 1.085, N89 1.487, H116 1.087
67 O 3.950 4.767 9.221  N131 1.224
68 H 2.430 -1.587 -7.633  C52 1.086
69 C -1.735 1.546 -0.640  C9 1.566, C21 1.602, C29 1.569
70 H -8.289 -0.959 3.843  C137 1.088
71 H 2.207 6.393 11.050  C96 1.086
72 O 3.556 -3.977 -5.085  N118 1.221
73 H -7.207 -0.409 -1.752  C114 1.090
74 C -1.456 3.864 0.838  C29 1.575, C50 1.541, S154 1.848
75 H -1.830 -0.433 -1.819  C21 1.155
76 O -11.168 -0.474 -3.225  N45 1.221
77 C -1.290 0.491 6.282  H27 1.150, H37 1.147, C54 1.630, H140 1.137
78 H 3.263 -2.433 -0.901  C42 1.151
79 C 3.966 2.766 7.116  H49 1.093, N85 1.486, H109 1.086, H134 1.090
80 H -12.172 -1.544 -0.603  C136 1.089
81 H 4.431 -6.467 4.329  C147 1.089
82 O 3.730 4.315 11.334  N131 1.217
83 N 7.014 -3.976 -12.350  O4 1.220, C11 1.485, O110 1.224
84 H 2.962 -5.837 -7.368  C47 1.089
85 N 2.912 1.723 7.216  C79 1.486, O123 1.222, O163 1.220
86 H 3.904 6.903 11.338  C96 1.089
87 H 1.838 -3.152 1.555  C1 1.150
88 H 8.156 -3.031 -13.823  C11 1.089
89 N 3.368 -3.626 -9.624  C66 1.487, O111 1.223, O138 1.220
90 C 8.895 0.363 -10.951  H98 1.088, N102 1.486, H119 1.089, H141 1.089
91 H -3.413 0.365 6.935  C54 1.156
92 H -10.262 -4.725 4.816  C24 1.089
93 O -3.375 1.113 4.941  B33 1.448, C54 1.451
94 H 6.056 6.336 3.045  C31 1.089
95 H 3.346 3.924 1.067  C65 1.155
96 C 3.207 6.453 10.633  H61 1.087, H71 1.086, H86 1.089, N131 1.487
97 H 3.742 4.317 2.835  C65 1.151
98 H 8.867 0.896 -11.899  C90 1.088
99 N -4.234 3.029 3.419  B33 1.512, C144 1.491, C149 1.501
100 H 3.066 -0.029 -7.021  C52 1.090
101 H -6.728 -2.193 -6.962  C158 1.089
102 N 9.381 -1.020 -11.193  C90 1.486, O107 1.222, O115 1.220
103 H -8.895 -0.967 -2.021  C114 1.088
104 C 0.574 -1.403 -2.087  H18 1.151, H34 1.139, C112 1.609, C150 1.618
105 O 1.701 8.519 10.810  N121 1.222
106 N -4.820 -1.788 -7.716  O57 1.220, O133 1.219, C158 1.486
107 O 9.655 -1.324 -12.344  N102 1.222
108 C 2.440 -1.144 2.301  C1 1.606, C20 1.623, H60 1.147, H64 1.152
109 H 3.822 3.323 6.194  C79 1.086
110 O 6.119 -4.798 -12.495  N83 1.224
111 O 3.721 -3.086 -8.585  N89 1.223
112 C 0.960 -2.300 -0.809  H26 1.140, C42 1.614, C104 1.609, H160 1.154
113 H 2.163 3.417 2.395  C65 1.140
114 C -7.898 -0.884 -2.448  N36 1.488, H73 1.090, H103 1.088, H117 1.088
115 O 9.471 -1.750 -10.219  N102 1.220
116 H 3.886 -4.113 -11.607  C66 1.087
117 H -7.927 -0.342 -3.391  C114 1.088
118 N 3.365 -5.128 -5.443  O14 1.219, C47 1.486, O72 1.221
119 H 7.898 0.289 -10.519  C90 1.089
120 O 0.843 -1.666 -5.839  N155 1.220
121 N 1.419 8.813 11.962  C23 1.486, O43 1.218, O105 1.222
122 O -9.464 -2.666 2.615  N124 1.222
123 O 2.098 1.655 6.307  N85 1.222
124 N -8.778 -1.863 1.999  O122 1.222, C137 1.491, O157 1.223
125 H -7.001 -0.934 2.606  C137 1.083
126 N -11.184 -6.442 4.059  O8 1.220, C24 1.487, O152 1.220
127 H -5.385 -3.115 -6.201  C158 1.089
128 H 3.780 -1.582 -6.458  C52 1.089
129 H 3.707 1.325 4.098  C59 1.142
130 H -10.318 -4.822 3.029  C24 1.087
131 N 3.668 5.062 10.375  O67 1.224, O82 1.217, C96 1.487
132 H -12.754 -1.980 -2.240  C136 1.088
133 O -4.534 -0.813 -7.042  N106 1.219
134 H 4.930 2.259 7.114  C79 1.090
135 O 2.566 -4.710 3.928  N17 1.219
136 C -12.593 -1.168 -1.535  H16 1.089, N45 1.486, H80 1.089, H132 1.088
137 C -8.063 -0.820 2.787  H70 1.088, N124 1.491, H125 1.083, H148 1.089
138 O 2.299 -4.184 -9.806  N89 1.220
139 H 9.049 -4.189 -12.776  C11 1.089
140 H -1.259 -0.532 6.776  C77 1.137
141 H 9.591 0.840 -10.261  C90 1.089
142 H 5.638 7.250 4.528  C31 1.088
143 O -5.848 1.546 2.255  C144 1.252
144 C -4.744 2.130 2.345  C12 1.615, N99 1.491, O143 1.252
145 H 0.553 0.281 -0.540  C150 1.149
146 H -1.451 1.031 -2.848  C21 1.154
147 C 4.465 -5.910 3.393  N17 1.486, H28 1.088, H30 1.089, H81 1.089
148 H -8.417 0.150 2.441  C137 1.089
149 C -3.518 4.197 2.804  O40 1.237, C50 1.594, N99 1.501
150 C 0.315 0.135 -1.654  C21 1.630, H38 1.150, C104 1.618, H145 1.149
151 Br 0.638 3.486 -1.292  C29 1.996
152 O -11.136 -7.157 5.046  N126 1.220
153 H 2.029 -4.384 -6.891  C47 1.088
154 S -0.548 5.415 1.267  H41 1.397, C74 1.848
155 N 1.911 -1.107 -5.652  O7 1.220, C52 1.486, O120 1.220
156 H -5.962 -3.554 -7.840  C158 1.088
157 O -8.622 -1.838 0.786  N124 1.223
158 C -5.803 -2.740 -7.135  H101 1.089, N106 1.486, H127 1.089, H156 1.088
159 H 2.207 1.365 2.999  C59 1.141
160 H 0.162 -2.186 0.018  C112 1.154
161 H 0.958 10.752 11.281  C23 1.088
162 H 7.275 6.542 4.352  C31 1.089
163 O 2.936 1.007 8.203  N85 1.220

Computed properties:
Largest force on an atom, hartree/bohr: 0.1030
E, eV: -222589.8171
LUMO energy, eV: -1.011
Kohn-Sham gap, eV: 8.1022

***

[3]
Here is a gas-phase ion, C6H13N5 (charge +2) in a non-equilibrium geometry from the Open Molecules 2025 dataset. Energies are from ωB97M-V/def2-TZVPD.

Last columns: bonded neighbours and bond lengths (Å).
Atoms and positions in Å:
1 C 1.190 -2.023 -0.878  C2 1.493, H9 1.129, H15 1.132, H19 1.028
2 C 0.987 -0.921 0.108  C1 1.493, N7 1.261, N12 1.406
3 N -2.253 -0.551 -1.084  C16 1.308, H17 1.036, H18 1.033
4 H -1.071 -1.102 2.707  C13 1.125
5 N 0.191 1.945 0.227  H6 1.060, C20 1.479, H23 1.069, C24 1.536
6 H -0.461 2.228 1.014  N5 1.060
7 N 0.306 -1.029 1.163  C2 1.261, C13 1.267
8 H -2.582 0.214 1.246  N21 0.955
9 H 0.572 -1.665 -1.752  C1 1.129
10 H 1.425 1.259 1.715  C24 1.040
11 H -0.369 1.407 -1.801  C20 1.128
12 N 1.838 0.195 0.009  C2 1.406, H22 0.999, C24 1.389
13 C -0.806 -0.717 1.684  H4 1.125, N7 1.267, N21 1.332
14 H 2.254 2.094 0.355  C24 1.071
15 H 0.781 -3.042 -0.603  C1 1.132
16 C -1.459 0.162 -0.329  N3 1.308, C20 1.364, N21 1.401
17 H -2.868 -1.354 -0.859  N3 1.036
18 H -1.993 -0.530 -2.083  N3 1.033
19 H 2.206 -2.121 -0.992  C1 1.028
20 C -0.562 1.108 -0.731  N5 1.479, H11 1.128, C16 1.364
21 N -1.653 0.098 1.057  H8 0.955, C13 1.332, C16 1.401
22 H 2.568 0.054 -0.658  N12 0.999
23 H 0.222 2.924 -0.202  N5 1.069
24 C 1.538 1.370 0.687  N5 1.536, H10 1.040, N12 1.389, H14 1.071

Computed properties:
Largest force on an atom, hartree/bohr: 0.0736
E, eV: -13865.0692
LUMO energy, eV: -7.362
Kohn-Sham gap, eV: 9.6873
Total charge: +2
Relative energy (zero: lowest compared OMol25 entry of this formula, charge and spin), eV: 2.585